ORCA calculation (wB97M-V/def2-TZVPD) on 13 unconnected molecules or ions with the total composition CH24O15.

Each line ends with the natural charge from an NBO analysis.
CARTESIAN COORDINATES (ANGSTROEM)
C (-0.01400, -0.01891, -0.04946)  1.0478
O (-0.60274, -0.08547, 1.15586)  -0.8929
O (0.81219, -0.95754, -0.37281)  -0.8642
O (0.02114, 1.11288, -0.57210)  -0.8215
O (-0.83837, 3.30570, 0.40265)  -0.9705
H (-0.50641, 2.47993, 0.07178)  0.4793
H (-1.69990, 3.08092, 0.69242)  0.4522
O (1.50045, 3.17583, -1.75317)  -0.9576
H (0.99566, 2.47234, -1.33309)  0.4889
H (0.79897, 3.62954, -2.23176)  0.4571
O (-3.10365, -0.33348, 1.25955)  -1.0077
H (-2.07918, -0.25342, 1.25981)  0.4950
H (-3.31473, -0.55910, 0.39296)  0.4400
O (-2.29356, 1.32185, -1.68312)  -0.9833
H (-2.72418, 0.51771, -1.49429)  0.4495
H (-1.46256, 1.31279, -1.17195)  0.4878
O (0.00271, -1.17285, 3.27135)  -1.0201
H (-0.74103, -1.71971, 3.50799)  0.4485
H (-0.16585, -0.66520, 2.38568)  0.4924
O (2.84007, -0.01072, -1.63922)  -0.9660
H (2.99742, 0.70380, -1.03832)  0.4413
H (1.98363, -0.34753, -1.29150)  0.4814
O (2.42995, -0.24688, 1.70367)  -0.9375
H (1.75526, -0.62180, 1.16228)  0.4754
H (2.66638, 0.50738, 1.18303)  0.4475
O (0.33880, 0.81283, -3.27223)  -1.0015
H (0.38286, 0.72266, -2.27178)  0.4999
H (-0.51026, 1.05066, -3.67521)  0.4677
O (0.09424, -2.27961, -2.32349)  -0.9709
H (-0.18115, -3.14149, -2.07166)  0.4434
H (0.43909, -1.88871, -1.49970)  0.4765
O (1.87526, -3.27451, -0.00048)  -0.9846
H (1.50824, -2.38769, -0.20662)  0.4960
H (1.74453, -3.36620, 0.93102)  0.4598
O (-0.49447, 1.83804, 2.97786)  -0.9625
H (-0.51430, 1.16500, 2.30947)  0.4916
H (-1.42273, 2.03875, 3.25561)  0.4468
O (-1.18302, -2.76683, 0.72926)  -0.9711
H (-0.92047, -1.90050, 0.87901)  0.4813
H (-0.41429, -3.25047, 0.42070)  0.4648

Results
total charge = -2
ΔE to the lowest compared entry with this formula, charge and spin = 60.9 kcal/mol
energy = -1181.1712 Ha
HOMO-LUMO gap = 9.4 eV